Here is an isolated molecule of C5H8O at a distorted geometry from the Open Molecules 2025 dataset. Energies are from the ωB97M-V functional and the def2-TZVPD basis.

Calculated total energy in Eh: -270.43855
Energy relative to the best compared isomer or geometry (same formula, charge and spin) in kcal/mol: 74.9
Orbital gap in eV: 9.86
SMILES: C[C@H]1[C@H]2CO[C@@H]12
HOMO level in eV: -8.77

XYZ file:
```
14
C5H8O the ωB97M-V functional and the def2-TZVPD basis
C -0.6093 -0.1566 -1.5927
C 0.2863 -0.7203 -0.5218
C 0.9517 0.1183 0.5193
C -0.0381 1.0949 1.1194
O -1.0649 0.0990 1.3042
C -0.2425 -0.9327 0.8334
H -1.3430 0.5352 -1.1692
H -1.1590 -0.9607 -2.0906
H -0.0218 0.3761 -2.3475
H 0.9380 -1.5302 -0.8492
H 2.0369 0.1646 0.6555
H -0.3540 1.9237 0.4737
H 0.2651 1.4901 2.0966
H 0.3546 -1.5014 1.5689
```